{"formula": "C20H21N6", "method": "ωB97M-V/def2-TZVPD", "gap_ev": 8.64, "e_above_lowest_kj_mol": 217.28, "smiles": "c1ccc(Cn2cncn2)c(C[NH2+]Cc2ccc(-n3ccnc3)cc2)c1", "charge": 1, "symbols": ["C", "C", "C", "C", "C", "N", "C", "N", "C", "N", "C", "C", "N", "C", "C", "C", "C", "C", "N", "C", "C", "N", "C", "C", "C", "C", "H", "H", "H", "H", "H", "H", "H", "H", "H", "H", "H", "H", "H", "H", "H", "H", "H", "H", "H", "H", "H"], "xyz": [[-1.2669, 3.8116, -1.9930], [-0.9588, 3.7923, -3.3375], [-0.4724, 2.6451, -4.0624], [-0.1154, 1.5276, -3.2709], [0.3417, 0.2403, -3.9777], [-0.7063, -0.7628, -4.2746], [-1.3145, -0.7803, -5.5027], [-2.3159, -1.5815, -5.4332], [-2.3632, -2.1045, -4.1632], [-1.3794, -1.6612, -3.4247], [-0.1839, 1.5591, -1.8041], [0.4477, 0.4862, -0.8451], [-0.4830, -0.6432, -0.9250], [0.0501, -1.7615, -0.2270], [0.3132, -1.4159, 1.2263], [1.6671, -1.4969, 1.6693], [1.8796, -1.2437, 3.0190], [0.8805, -0.7401, 3.9916], [1.1551, -0.5350, 5.3463], [2.3898, -0.3728, 5.9436], [2.1517, -0.4126, 7.3205], [0.7499, -0.5104, 7.5131], [0.2209, -0.6010, 6.3596], [-0.4339, -0.6371, 3.4249], [-0.7557, -1.0966, 2.0644], [-0.8180, 2.6609, -1.2224], [-1.7270, 4.7510, -1.6290], [-1.2511, 4.7720, -3.9025], [-0.3356, 2.6873, -5.0502], [0.8293, 0.6643, -4.8166], [1.0875, -0.1835, -3.2896], [-0.9826, -0.2728, -6.3419], [-3.1680, -2.6895, -3.7390], [1.4891, 0.3036, -1.0554], [0.3804, 0.9033, 0.1880], [-1.3151, -0.3915, -0.5014], [-0.6257, -1.0044, -1.8636], [0.9374, -2.1722, -0.7275], [-0.6721, -2.6201, -0.2137], [2.4401, -1.7201, 0.9407], [2.8984, -1.3801, 3.3762], [3.3305, -0.1579, 5.3352], [2.8264, -0.2243, 8.1244], [-0.8426, -0.8327, 6.2414], [-1.2950, -0.3280, 4.0408], [-1.8466, -1.1562, 1.6544], [-0.8379, 2.6856, -0.1859]], "forces_ev_per_angstrom": [[1.13, -1.47, 0.07], [-1.04, 1.32, -2.05], [-0.51, 0.13, 6.78], [-0.69, -0.14, 0.69], [-0.22, 0.27, 2.97], [0.16, 0.37, -1.34], [-0.11, -1.44, 3.58], [-2.24, -1.59, -0.51], [0.70, 1.44, -1.17], [1.54, 2.05, 0.03], [0.00, 1.24, -1.25], [-1.95, 3.43, -0.77], [2.99, -0.84, -0.73], [0.02, -3.43, 2.35], [0.63, -0.58, -0.35], [-2.45, 0.89, 1.18], [0.27, 0.87, 1.55], [-0.65, -1.42, -3.91], [-0.34, 0.08, -0.89], [1.42, 0.17, 0.96], [-1.48, 0.72, -2.44], [1.97, -0.14, 1.36], [-0.82, -0.46, -0.47], [-0.38, -0.88, -0.57], [0.51, 0.86, 1.21], [0.17, 1.02, -2.36], [0.39, -1.07, 0.36], [0.74, -2.08, 0.77], [0.42, -0.03, -3.71], [0.37, -0.80, -1.48], [0.05, -0.35, -0.63], [0.59, 1.01, -1.31], [0.25, -0.27, -0.36], [0.09, -0.78, -0.27], [0.17, -0.46, -0.81], [-2.42, 0.87, 0.68], [-0.95, 0.18, -1.09], [-0.15, 0.52, 0.04], [0.29, 0.86, -0.41], [0.11, -0.15, 0.46], [-0.16, 0.06, 0.12], [-1.63, -0.52, 1.10], [0.22, -0.11, 0.27], [0.58, 0.28, -0.41], [0.66, -0.11, -0.26], [2.06, 0.28, 1.11], [-0.31, 0.22, 1.92]]}

---

{"formula": "C20H21N7O5PtS2", "method": "ωB97M-V/def2-TZVPD", "gap_ev": 7.57, "e_above_lowest_kj_mol": 52.67, "symbols": ["Pt", "O", "C", "C", "C", "C", "C", "C", "C", "O", "N", "N", "C", "S", "C", "C", "S", "H", "H", "H", "H", "H", "H", "H", "H", "H", "C", "O", "C", "C", "C", "C", "C", "C", "O", "C", "O", "C", "H", "H", "H", "H", "H", "H", "H", "H", "H", "N", "N", "N", "C", "N", "N", "H", "H", "H"], "xyz": [[-1.0112, -1.2027, -0.6616], [-4.4621, 0.3632, 1.3537], [-4.1284, 1.6454, 1.6147], [-5.0743, 2.4179, 2.2913], [-4.8072, 3.7343, 2.6026], [-3.5890, 4.3111, 2.2476], [-2.6567, 3.5495, 1.5749], [-2.9025, 2.2133, 1.2416], [-1.8676, 1.4448, 0.4998], [-2.1899, 0.1998, 0.2344], [-0.7752, 2.0653, 0.1576], [0.0610, 1.2041, -0.5385], [1.1827, 1.6810, -0.8659], [1.7084, 3.3401, -0.5461], [3.4114, 3.0629, -1.0980], [3.3925, 2.0503, -2.2298], [2.3641, 0.6625, -1.7001], [-3.6886, -0.0402, 0.9098], [-6.0114, 1.9504, 2.5631], [-5.5512, 4.3190, 3.1296], [-3.3745, 5.3418, 2.4955], [-1.7032, 3.9687, 1.2849], [4.0111, 2.6941, -0.2662], [3.8143, 4.0195, -1.4299], [4.3893, 1.6618, -2.4369], [2.9828, 2.4917, -3.1381], [2.6327, -1.8852, 5.0600], [3.3550, -2.4812, 3.9915], [2.7509, -2.5540, 2.7904], [3.5175, -3.1862, 1.7790], [2.9906, -3.2923, 0.5336], [1.6980, -2.7975, 0.1931], [1.1785, -3.0154, -1.1155], [1.9456, -3.7186, -2.1994], [0.0323, -2.6598, -1.5085], [0.9455, -2.1477, 1.2275], [-0.2314, -1.6308, 1.0929], [1.5031, -2.0521, 2.5251], [3.2716, -1.9683, 5.9339], [1.6941, -2.4133, 5.2377], [2.4269, -0.8333, 4.8523], [4.4970, -3.5704, 2.0233], [3.5853, -3.7807, -0.2227], [2.7981, -4.3011, -1.8736], [2.2914, -2.9378, -2.8817], [1.2574, -4.3550, -2.7525], [0.9048, -1.5473, 3.2678], [-1.6691, -0.5341, -5.8258], [-1.8859, -0.3460, -4.4682], [-2.5552, 0.6830, -4.0120], [-2.4403, 0.5042, -2.7036], [-1.7275, -0.5975, -2.4316], [-1.3693, -1.1331, -3.5874], [-2.5061, -0.2084, -6.2958], [-1.5421, -1.5301, -5.9655], [-2.8740, 1.1404, -1.9543]], "forces_ev_per_angstrom": [[-0.36, -0.08, 0.24], [-0.18, 0.13, 0.11], [-0.09, -0.18, 0.00], [0.01, 0.05, 0.01], [-0.01, 0.00, 0.01], [0.00, -0.04, -0.01], [0.02, 0.01, -0.01], [0.12, 0.10, -0.03], [-0.09, 0.08, 0.10], [0.08, 0.09, -0.03], [-0.11, -0.49, -0.08], [0.36, 0.40, -0.12], [0.06, 0.12, 0.03], [-0.03, 0.00, 0.03], [0.04, -0.04, -0.02], [0.02, 0.05, -0.01], [-0.08, -0.02, 0.05], [0.07, -0.04, -0.04], [0.00, -0.01, 0.00], [0.00, -0.01, 0.00], [0.00, 0.00, 0.00], [0.00, 0.01, 0.00], [-0.01, 0.01, 0.01], [0.00, 0.00, 0.00], [0.00, 0.01, 0.00], [0.00, -0.01, 0.00], [0.02, -0.01, -0.04], [0.00, -0.03, 0.04], [0.04, 0.07, 0.05], [-0.08, 0.02, -0.05], [0.04, 0.02, 0.04], [0.07, 0.05, -0.09], [-0.18, -0.23, 0.20], [0.03, 0.01, -0.05], [0.35, 0.08, -0.30], [-0.25, 0.04, -0.04], [0.21, -0.08, 0.28], [0.09, -0.10, -0.01], [0.00, 0.01, 0.01], [0.00, 0.00, 0.01], [-0.01, 0.00, 0.00], [0.00, 0.01, 0.01], [0.01, 0.02, -0.01], [-0.03, -0.02, 0.03], [0.04, -0.04, -0.03], [-0.02, 0.02, 0.01], [-0.01, -0.01, -0.01], [0.00, 0.05, 0.12], [0.01, 0.00, -0.20], [0.01, -0.03, 0.11], [-0.08, -0.05, 0.04], [-0.01, 0.03, -0.46], [-0.08, 0.03, 0.20], [-0.01, -0.04, -0.06], [-0.02, -0.01, -0.05], [0.04, 0.04, 0.00]]}

---

{"formula": "C20H21NO4", "method": "ωB97M-V/def2-TZVPD", "gap_ev": 3.40, "e_above_lowest_kj_mol": 638.57, "symbols": ["C", "C", "O", "C", "C", "C", "N", "O", "H", "H", "H", "H", "H", "H", "C", "O", "C", "C", "C", "C", "C", "C", "C", "C", "C", "O", "C", "C", "C", "C", "C", "H", "H", "H", "H", "H", "H", "H", "H", "H", "H", "H", "H", "H", "H", "H"], "xyz": [[-3.5201, 3.6323, -0.0756], [-2.1690, 3.8059, -0.7215], [-1.1837, 3.2332, 0.1646], [0.0861, 3.5221, -0.2649], [1.1171, 2.9151, 0.5043], [2.3773, 3.3629, 0.2009], [3.4864, 3.7162, 0.0346], [0.2857, 4.2510, -1.2377], [-4.3033, 3.9397, -0.7687], [-3.7043, 2.5927, 0.2121], [-3.5971, 4.2604, 0.8181], [-2.1120, 3.2780, -1.6851], [-1.9436, 4.8674, -0.8901], [0.8840, 2.3720, 1.4076], [-2.8562, -2.5819, -4.3804], [-3.3271, -1.6296, -3.3939], [-2.6331, -1.4525, -2.2404], [-3.0668, -0.4036, -1.3799], [-2.3112, -0.0646, -0.2884], [-1.1021, -0.7501, 0.0409], [-0.3576, -0.2711, 1.1476], [0.9224, -0.7138, 1.5619], [1.2948, -0.5680, 2.9354], [2.5205, -0.9730, 3.3946], [3.4277, -1.6160, 2.5075], [4.5837, -2.0812, 3.0466], [5.4765, -2.8786, 2.2303], [3.0948, -1.7643, 1.1344], [1.8775, -1.2953, 0.6781], [-0.7865, -1.9073, -0.7410], [-1.4963, -2.2258, -1.8855], [-3.5701, -2.4887, -5.2025], [-1.8435, -2.3306, -4.7287], [-2.8720, -3.6063, -3.9816], [-3.9732, 0.1441, -1.6443], [-2.6272, 0.7504, 0.3601], [-0.8782, 0.4223, 1.8140], [0.5622, -0.1527, 3.6277], [2.8202, -0.8399, 4.4349], [6.2828, -3.1560, 2.9131], [4.9740, -3.7805, 1.8493], [5.8759, -2.2919, 1.3903], [3.7986, -2.2426, 0.4457], [1.6389, -1.3793, -0.3807], [0.0254, -2.5658, -0.4356], [-1.1784, -3.0546, -2.5280]], "forces_ev_per_angstrom": [[-0.10, 0.12, 0.20], [0.05, -0.20, 0.14], [-0.59, 0.28, -0.49], [0.96, 0.29, -0.47], [-1.79, -0.28, -0.03], [3.34, 0.45, 0.13], [-1.68, -0.57, 0.10], [-0.54, -0.44, 0.48], [-0.04, 0.00, -0.01], [-0.02, 0.12, -0.03], [-0.02, -0.17, -0.07], [-0.01, 0.24, 0.16], [-0.03, -0.37, -0.03], [0.19, 0.11, 0.07], [-0.12, 0.23, 0.37], [0.53, -0.19, 0.59], [0.31, 0.19, -0.29], [-0.01, -0.42, -0.66], [0.19, -0.15, 0.19], [-0.51, -0.24, -0.38], [0.08, -0.41, -0.11], [0.61, -0.18, 0.24], [-0.13, 0.21, -0.49], [0.56, -0.43, -0.19], [0.05, -0.19, -0.20], [-0.52, 0.07, -0.58], [-0.25, 0.33, 0.17], [0.12, 0.00, 0.47], [-0.22, -0.11, 0.28], [0.06, 0.38, 0.00], [-0.34, 0.22, -0.11], [0.22, -0.08, 0.18], [-0.30, 0.01, 0.16], [-0.04, 0.29, -0.08], [0.30, -0.17, 0.09], [0.14, -0.06, -0.24], [0.18, -0.07, -0.25], [0.26, 0.05, -0.15], [-0.13, -0.11, -0.31], [-0.16, 0.03, -0.24], [0.07, 0.29, 0.18], [-0.11, -0.12, 0.29], [-0.34, 0.32, 0.28], [0.23, 0.23, 0.29], [-0.24, 0.22, -0.10], [-0.18, 0.31, 0.46]]}

---

{"formula": "C20H22AlBr2N2O4S", "method": "ωB97M-V/def2-TZVPD", "gap_ev": 5.45, "charge": -1, "symbols": ["C", "C", "Al", "C", "C", "C", "S", "C", "Br", "C", "C", "Br", "H", "H", "H", "H", "H", "H", "H", "H", "H", "H", "H", "H", "C", "C", "C", "C", "C", "C", "N", "O", "O", "H", "H", "H", "H", "H", "C", "C", "C", "C", "C", "C", "N", "O", "O", "H", "H", "H", "H", "H"], "xyz": [[3.7632, 6.3807, -0.1674], [2.9115, 6.1713, -1.0092], [1.6109, 5.6342, -2.4594], [2.4891, 4.0904, -3.4511], [3.1731, 3.2421, -2.3630], [3.3323, 1.7776, -2.7798], [4.3325, 1.5005, -4.2767], [-0.0877, 4.8607, -1.5983], [-0.2905, 4.9427, 0.3414], [-1.0823, 4.2954, -2.2209], [-2.2990, 3.6989, -1.5904], [-1.0719, 4.1959, -4.1361], [4.6034, 6.3102, 0.4461], [1.3264, 6.9146, -3.3798], [1.7578, 3.4521, -3.9253], [3.2123, 4.4833, -4.1518], [2.5563, 3.2216, -1.4752], [4.1432, 3.6464, -2.1211], [2.3441, 1.3971, -2.9966], [3.7409, 1.1812, -1.9778], [4.6936, 2.7544, -4.5731], [-2.8327, 4.4180, -0.9907], [-2.9474, 3.2508, -2.3238], [-1.9712, 2.8939, -0.9463], [-1.3309, -0.7212, 1.2967], [-0.8453, 0.5401, 0.9791], [0.4979, 0.7131, 0.6903], [1.3351, -0.3874, 0.7234], [0.8704, -1.6494, 1.0437], [-0.4744, -1.8137, 1.3326], [2.7554, -0.2006, 0.3936], [3.1057, 0.9281, 0.1360], [3.4777, -1.1792, 0.3883], [-2.3825, -0.8540, 1.5170], [-1.5125, 1.3907, 0.9522], [0.8782, 1.6942, 0.4407], [1.5400, -2.4960, 1.0677], [-0.8551, -2.7894, 1.5814], [-4.5667, -7.4315, 2.3989], [-4.7306, -6.0556, 2.3151], [-3.7183, -5.2093, 2.7364], [-2.5516, -5.7583, 3.2340], [-2.3730, -7.1252, 3.3298], [-3.3907, -7.9649, 2.9088], [-1.4665, -4.8630, 3.6622], [-1.6609, -3.6671, 3.5806], [-0.4416, -5.3716, 4.0629], [-5.3572, -8.0901, 2.0643], [-5.6468, -5.6413, 1.9185], [-3.8425, -4.1387, 2.6727], [-1.4559, -7.5364, 3.7240], [-3.2652, -9.0365, 2.9754]], "forces_ev_per_angstrom": [[-0.63, -0.47, -0.93], [-0.33, -0.03, 0.00], [0.52, 0.00, -0.12], [-0.10, 0.49, 1.56], [-0.05, -0.48, -1.18], [-0.01, 0.38, -0.05], [0.23, -0.30, -0.11], [1.55, 0.90, 0.27], [0.08, -0.10, -0.17], [-1.28, -0.48, -0.05], [0.17, -0.49, -0.37], [0.05, 0.06, -0.05], [0.66, 0.28, 0.75], [-0.24, 0.09, -0.01], [-0.23, 0.00, -0.54], [0.14, -0.05, -0.48], [-0.04, 0.03, 0.57], [0.31, 0.24, 0.37], [-0.36, -0.21, -0.16], [0.32, -0.11, 0.05], [-0.17, 0.10, 0.19], [-0.23, 0.28, 0.18], [-0.36, 0.03, -0.30], [0.01, -0.21, 0.40], [0.02, 0.00, -0.01], [-0.07, -0.14, 0.04], [-0.01, 0.27, -0.06], [-0.27, -0.06, 0.05], [0.00, -0.22, 0.02], [0.01, 0.22, -0.14], [-0.18, 0.03, 0.01], [0.28, 0.05, 0.17], [0.03, -0.04, 0.03], [0.00, 0.00, 0.02], [0.04, 0.05, 0.00], [0.08, -0.02, -0.02], [0.11, 0.07, -0.04], [0.00, -0.07, 0.03], [0.00, 0.00, 0.00], [0.03, -0.12, 0.02], [-0.16, 0.18, -0.08], [-0.16, -0.13, -0.08], [0.12, -0.22, 0.05], [-0.10, 0.07, -0.04], [0.01, 0.05, 0.02], [-0.06, -0.02, 0.10], [0.06, -0.05, 0.05], [-0.01, 0.00, 0.00], [0.00, 0.03, 0.00], [0.13, 0.02, 0.04], [0.06, 0.13, 0.01], [0.02, -0.01, 0.01]]}

---

Number 1: E_tot -30012.4418 eV, LUMO energy -2.484 eV. Number 2: E_tot -66663.9771 eV, LUMO energy 0.144 eV. Number 3: E_tot -30756.6415 eV, LUMO energy -2.608 eV. Number 4: E_tot -189778.8235 eV, LUMO energy 0.450 eV.